Density functional theory data (ωB97M-V with the def2-TZVPD basis set) for 12 unconnected molecules or ions with the total composition C24H72O24.

* F_max: 1.00 eV Å⁻¹
* ΔE to the lowest compared entry with this formula, charge and spin: 19.7 kcal/mol
* HOMO energy: -9.568 eV
* SMILES string: OCCO.OCCO.OCCO.OCCO.OCCO.OCCO.OCCO.OCCO.OCCO.OCCO.OCCO.OCCO
* lowest unoccupied orbital energy: 0.3 eV
* calculated total energy: -2763.19874 a.u.

XYZ file:
```
120
Properties=species:S:1:pos:R:3:forces:R:3
O 3.12219 4.67630 -0.74507 0.03 0.02 0.11
O -2.01370 4.53055 2.71318 0.30 0.32 -0.18
O 2.19061 -5.07983 -4.46648 0.12 -0.25 0.19
O -1.75528 -3.15999 -2.11395 -0.48 -0.18 -0.27
O -1.53270 2.48703 -2.40818 -0.37 0.18 0.54
O -0.26372 2.40945 -4.66702 0.51 0.11 -0.72
O 1.21970 2.14541 5.19504 -0.08 -0.26 -0.39
O -6.40602 -2.14745 0.53356 -0.07 0.21 -0.09
O -0.73343 0.00989 1.66348 -0.15 0.07 0.50
O -4.05413 2.75428 3.58543 -0.02 0.19 0.21
O 0.16380 5.56830 -0.27091 -0.19 -0.32 -0.25
O -3.47076 -1.26430 3.03505 -0.27 0.00 -0.22
O 6.27319 -1.53541 -1.32554 0.12 0.17 -0.03
O -1.28682 -0.38535 -2.52384 -0.15 -0.20 0.05
O 2.22632 -0.08154 -0.48589 0.07 -0.04 -0.35
O 6.09317 1.24611 3.55092 0.07 0.14 0.23
O 2.81183 -0.18661 4.54340 -0.28 0.04 0.07
O -4.78434 0.39191 0.48486 0.13 0.46 0.38
O 3.24764 -5.18826 -1.45950 -0.10 0.13 -0.29
O -4.96641 -3.11586 5.14729 0.37 -0.10 0.08
O -2.55324 -1.82987 0.50362 -0.54 -0.04 0.05
O 4.86950 -0.30034 -4.41393 0.26 0.01 0.14
O 0.99332 1.03724 -2.58129 0.44 0.07 -0.24
O 3.74522 0.67776 1.82904 -0.25 -0.24 0.25
C 2.72669 -4.08902 -3.60115 -0.14 0.70 -0.20
C -6.74360 -0.89247 -0.07499 0.14 -0.02 0.17
C 1.68148 1.23402 -3.81942 0.20 -0.23 0.10
C 0.16076 0.48468 0.68889 -0.30 0.32 -0.61
C -2.91890 -3.16105 0.08604 0.17 0.07 0.74
C 0.65893 1.36171 -4.90733 -0.66 0.39 0.15
C 2.32736 -4.35942 -2.17563 -0.07 -0.32 0.11
C -5.46577 -0.25718 -0.56456 0.31 -0.45 -0.19
C 0.75637 4.27764 -0.20293 0.51 -0.19 0.49
C 5.96887 -0.72187 -3.59321 -0.29 0.14 -0.40
C -1.87316 -3.72282 -0.82932 0.38 0.11 -0.21
C -2.42611 0.35199 -2.87476 -0.75 -0.24 -0.35
C -2.24648 3.29265 2.06451 -0.44 0.13 0.50
C 1.11127 -0.59734 0.22951 0.42 -0.57 0.71
C -5.31909 -2.71309 3.83652 -0.43 0.44 -0.02
C 4.97439 -0.07693 1.86374 0.11 -0.13 -0.75
C 0.90226 1.29436 4.08652 -0.38 0.48 0.26
C -2.81705 2.30026 3.05958 0.23 -0.15 -0.53
C -2.58006 1.58636 -2.04220 0.11 0.28 0.36
C 1.40760 -0.09329 4.33065 0.20 -0.81 -0.43
C 5.34359 -1.38585 -2.39682 -0.39 -0.75 0.53
C 6.14000 0.78530 2.22006 0.36 0.21 0.00
C 1.90188 4.08026 -1.18121 -0.24 0.19 0.61
C -4.83571 -1.32534 3.45942 -0.04 -0.09 0.56
H 1.46649 -1.13298 1.12187 -0.01 0.11 -0.07
H 5.20879 0.14458 -5.19550 0.04 -0.02 0.02
H 6.22221 1.61284 1.50009 -0.05 0.05 0.05
H 7.06163 0.21098 2.13850 -0.02 -0.09 -0.06
H -2.96129 3.41503 1.23799 0.28 -0.05 -0.20
H 6.59517 0.11697 -3.27274 -0.10 0.02 -0.01
H 0.89130 -0.57172 5.16443 0.24 0.29 0.32
H -2.46248 0.58657 -3.94769 0.25 0.16 0.07
H 1.32445 -4.79913 -2.20550 0.01 -0.04 0.13
H 1.58408 4.50074 -2.13852 0.12 -0.31 -0.21
H 0.82586 3.00544 5.02132 -0.01 0.02 0.05
H -4.09561 -0.19311 0.81621 0.07 0.04 -0.15
H -0.90892 -3.65578 -0.30301 -0.05 0.03 0.06
H 1.64583 0.78628 -1.90121 -0.20 -0.19 0.09
H -5.66336 0.46690 -1.35679 -0.12 0.09 0.08
H 5.25677 1.68658 3.73281 -0.02 -0.03 0.06
H 2.30754 2.12990 -3.74972 -0.07 0.05 -0.06
H 2.10133 3.01123 -1.22066 0.01 0.00 -0.41
H 0.10050 0.42104 -4.99989 0.22 -0.14 -0.11
H -0.49364 0.18582 -2.56983 0.23 -0.08 -0.02
H 3.92490 1.62215 1.89428 0.09 0.01 -0.11
H 1.31037 1.69524 3.14790 0.16 -0.01 0.15
H 2.26087 -3.41734 -1.63487 0.11 0.02 0.11
H -1.68032 3.35164 -2.01470 0.00 0.04 0.01
H -7.16218 -0.20842 0.67343 -0.21 -0.08 -0.12
H 6.58995 -1.43561 -4.14503 0.09 0.05 0.09
H -2.87787 -1.38369 3.78267 0.03 -0.01 -0.01
H 0.61366 -1.35321 -0.38083 -0.08 0.22 -0.25
H -3.30461 -0.27824 -2.70135 0.10 -0.08 0.12
H 4.95469 -2.37324 -2.66575 0.02 0.10 -0.16
H 2.89019 0.21201 0.15270 -0.07 0.12 0.25
H -2.08018 -4.78967 -0.95271 -0.03 0.06 -0.15
H 3.53182 -5.87766 -2.06918 -0.07 -0.12 0.11
H -3.01729 -1.69917 1.35388 0.28 -0.05 0.02
H 1.17068 1.58203 -5.84370 -0.06 -0.09 -0.11
H 0.82621 6.22526 -0.04062 -0.07 0.04 0.09
H 3.82040 -4.04314 -3.67934 -0.04 0.03 -0.02
H 5.12282 -0.49572 0.86330 0.11 -0.08 0.08
H -5.46679 -0.93754 2.66520 0.27 0.00 -0.27
H 6.42353 -2.47156 -1.17919 0.03 0.00 0.02
H -4.67273 2.82257 2.84988 -0.04 -0.14 0.01
H 1.11234 4.08706 0.82281 0.07 0.03 -0.10
H -4.97575 -0.65659 4.32099 0.00 0.00 -0.07
H -3.55582 2.06207 -2.17408 -0.04 -0.10 -0.13
H -4.81092 -1.03408 -0.97259 -0.17 -0.02 -0.19
H -0.18505 1.21702 3.94164 0.15 0.04 0.02
H 2.32804 0.38121 -4.06272 0.03 0.05 0.19
H 4.47106 -0.83371 -2.03706 0.15 0.30 -0.11
H -2.85422 4.94725 2.92192 -0.07 -0.16 0.10
H 2.94351 5.55658 -0.40158 0.06 0.06 -0.12
H -3.94382 -3.15761 -0.29113 0.11 -0.04 -0.34
H -4.95469 -3.46250 3.13424 0.00 0.02 -0.11
H -0.37227 0.90348 -0.17858 0.04 -0.07 0.08
H 2.31220 -3.10210 -3.85322 0.15 -0.09 -0.15
H -7.22074 -2.60186 0.76658 0.01 -0.02 0.03
H -7.44715 -1.02964 -0.89996 -0.02 -0.05 0.01
H -2.94227 1.31466 2.60154 0.19 0.01 0.03
H -2.90249 -3.80580 0.97733 -0.11 0.01 -0.09
H 2.42707 -4.85951 -5.37110 0.00 0.00 -0.01
H -1.81336 -2.19006 -2.13845 0.41 -0.09 0.39
H 0.72158 1.31381 1.13060 0.07 -0.14 0.08
H -2.47264 1.29807 -0.99041 -0.09 0.07 0.02
H -2.07846 2.24451 3.85913 -0.37 -0.14 0.32
H -6.41493 -2.66496 3.77368 0.06 -0.19 -0.06
H -1.29055 -0.69724 1.30572 0.18 -0.01 -0.39
H 0.01747 3.49621 -0.39107 -0.31 0.38 -0.21
H -1.27030 2.95468 1.72267 -0.08 -0.14 -0.28
H 3.22100 -0.01450 3.68746 -0.02 0.09 0.00
H -0.65211 2.32302 -3.78327 0.04 0.02 0.01
H -4.56648 -2.37347 5.60824 -0.09 0.00 0.11
H 4.89359 -0.89820 2.57575 -0.28 0.06 0.11
H 1.11991 -0.70570 3.46164 0.00 0.21 0.01
```
Forces are in eV/Å.